90
Properties=species:S:1:pos:R:3 method="wB97M-V/def2-TZVPD" relative_energy_kj_mol=161.0 lumo_energy_ha=0.02456 energy_ev=-45592.5583 homo_lumo_gap_ev=9.216 smiles=COCCNCCOC.COCCNCCOC.COCCNCCOC.CO.CO.CO
C 0.410 1.164 3.615
O -0.931 0.896 3.318
C -1.835 1.519 4.195
C -3.251 1.228 3.725
N -3.811 -0.046 4.139
C -3.365 -1.126 3.259
C -4.076 -2.420 3.651
O -3.456 -2.974 4.798
C -4.192 -4.066 5.334
H 1.079 0.607 2.966
H 0.649 0.877 4.654
H 0.624 2.242 3.588
H -1.616 2.594 4.293
H -1.696 1.212 5.245
H -3.243 1.400 2.634
H -3.902 2.073 3.974
H -4.820 0.004 4.105
H -2.294 -1.286 3.362
H -3.661 -0.940 2.217
H -3.999 -3.136 2.821
H -5.143 -2.294 3.871
H -4.184 -4.867 4.591
H -5.237 -3.770 5.481
H -3.756 -4.310 6.295
C 5.123 -2.090 -0.955
O 4.339 -1.155 -0.260
C 4.961 0.075 -0.035
C 4.082 0.899 0.924
N 2.954 1.554 0.276
C 3.186 2.759 -0.486
C 1.803 3.327 -0.827
O 1.994 4.432 -1.689
C 0.773 5.094 -2.038
H 5.532 -1.677 -1.895
H 4.497 -2.932 -1.230
H 6.058 -2.293 -0.418
H 5.086 0.640 -0.971
H 5.998 -0.015 0.314
H 4.698 1.470 1.616
H 3.604 0.173 1.590
H 2.571 0.854 -0.356
H 3.745 2.701 -1.420
H 3.541 3.544 0.189
H 1.251 3.598 0.075
H 1.258 2.563 -1.401
H 0.273 4.399 -2.720
H 1.092 5.964 -2.608
H 0.204 5.393 -1.158
C 3.422 1.593 -3.784
O 2.025 1.469 -3.623
C 1.648 0.129 -3.321
C 0.164 0.032 -3.089
N -0.621 -0.199 -4.295
C -2.043 0.099 -4.125
C -2.446 1.532 -4.455
O -2.423 1.724 -5.852
C -2.887 3.005 -6.162
H 3.981 0.923 -3.121
H 3.682 2.625 -3.554
H 3.758 1.350 -4.799
H 2.158 -0.228 -2.414
H 1.973 -0.524 -4.141
H -0.244 0.954 -2.626
H 0.020 -0.627 -2.222
H -0.273 0.466 -4.982
H -2.437 -0.088 -3.125
H -2.565 -0.562 -4.820
H -1.852 2.295 -3.934
H -3.463 1.641 -4.048
H -2.766 3.291 -7.211
H -2.292 3.764 -5.641
H -3.949 3.202 -5.984
C -2.086 -4.131 -1.967
O -0.666 -4.187 -1.968
H -2.422 -4.160 -0.933
H -2.416 -3.243 -2.516
H -2.466 -4.950 -2.574
H -0.307 -3.522 -1.371
C 0.036 -2.686 4.566
O 0.507 -3.984 4.222
H -1.011 -2.727 4.856
H 0.562 -2.406 5.489
H 0.282 -1.881 3.869
H 1.350 -4.146 4.645
C 0.856 -1.524 0.629
O -0.405 -2.101 0.294
H 1.338 -2.088 1.434
H 1.480 -1.351 -0.242
H 0.768 -0.543 1.121
H -0.884 -2.091 1.130